Entry 1:
DFT (ωB97M-V/def2-TZVPD) results for C42H54ClF3Ge2N5O4SSiY as an isolated structure in a non-equilibrium geometry.

The geometry in ORCA input format:
```
! wB97M-V def2-TZVPD RIJCOSX def2/J DEFGRID3
* xyz 1 2
Y -0.28359 0.12568 0.18268
Ge -0.03204 2.63140 1.73230
Ge -0.90798 2.24793 4.02301
Cl -1.06784 -2.70246 -5.58220
S 2.19932 -2.44768 -0.27270
Si -4.28133 1.14144 -0.45481
F -3.54658 -6.43251 0.80884
F -5.42372 -5.44938 1.24728
F -4.80763 -5.73147 -0.80957
O 0.55232 1.48911 -1.33748
O 0.41236 2.43699 -3.33218
O -0.28307 1.78400 -5.81721
O -0.88887 -0.09858 -6.78787
N 2.47702 0.47564 0.37433
N -0.20085 -2.03189 -3.14112
N 0.03758 -0.94345 -2.35465
N -2.20864 -1.76970 0.58868
N 1.03505 -0.98557 2.31477
C -2.63149 1.38469 3.75711
C 2.46907 3.73342 0.60257
C 0.01368 -3.40152 -2.67599
C -0.53497 0.48849 -5.80338
C -4.85992 2.79382 -1.07333
C -0.02848 -5.04693 -0.92272
C 2.49586 -2.87759 1.45252
C -2.36364 -2.54284 1.67994
C -3.06734 -3.72384 1.66665
C 4.36135 4.42065 1.93323
C -0.23611 -3.75126 -1.36590
C -2.21326 4.52136 1.58763
C -5.01748 -0.09742 -1.64294
C 0.14023 1.07311 5.16466
C -2.79536 -2.15825 -0.53715
C -2.70115 5.98197 -0.26227
C 3.30818 0.06940 -0.75841
C -3.53566 -3.32587 -0.64245
C -0.34350 -0.26793 -4.50133
C 1.39438 -2.41657 2.40234
C 0.34308 1.45916 -2.61258
C -5.05166 0.84892 1.21189
C -1.11134 4.00028 0.90343
C 3.68975 4.04190 3.08757
C -2.99629 5.51880 1.01357
C -0.48994 -1.63286 -4.40611
C -1.06710 3.90674 5.00054
C -3.65035 -4.12390 0.47052
C 2.41495 3.49245 2.99886
C -0.83405 4.46311 -0.38870
C 2.10187 -0.05483 2.75235
C 3.11630 0.28153 1.67413
C 0.44794 -6.01437 -1.79539
C 0.55366 -4.35048 -3.53741
C -4.37418 -5.44887 0.41901
C -2.44941 1.25910 -0.29864
C 0.75520 -5.65081 -3.09841
C 0.00196 0.10218 -3.18155
C 3.61230 -1.42760 -0.74218
C -1.62488 5.44936 -0.96419
C 3.75008 4.26739 0.69117
C 1.78523 3.33643 1.75995
H 4.44596 -1.68130 -0.08716
H 5.35835 4.84049 2.00002
H -4.70528 -0.08526 1.67499
H -0.02053 4.04481 -0.96858
H -6.14443 0.79378 1.12655
H -2.67617 -1.49947 -1.39058
H -4.47073 -0.15266 -2.59431
H 0.59815 -7.03294 -1.45967
H -2.08921 1.73569 -1.23097
H 0.85388 -4.08878 -4.53944
H 4.26699 4.57663 -0.20967
H 1.90674 3.20196 3.91362
H 2.00915 3.62675 -0.37460
H 3.47186 -2.49849 1.75190
H -1.91600 -2.18380 2.60137
H 0.27913 -0.85821 2.98058
H -0.56892 -3.00746 -0.67201
H 3.85587 -0.50894 1.58875
H -0.23798 -5.29748 0.11209
H 0.48769 -2.99442 2.20872
H 4.25382 0.61725 -0.77372
H 0.00328 2.10663 -4.92684
H 3.89559 -1.74900 -1.74358
H -2.39817 2.06623 0.43722
H -0.07962 4.32150 5.21099
H -3.42325 2.12226 3.61878
H -4.81334 1.67728 1.88890
H 2.30086 1.46606 0.25105
H -2.62929 0.75127 2.86833
H -3.83914 5.92538 1.55952
H 1.71830 -2.64981 3.42033
H 1.17105 -6.37801 -3.78695
H -1.40361 5.79511 -1.96756
H -5.10832 -1.10195 -1.22620
H -0.33302 1.12895 6.14894
H 2.62134 -0.44621 3.63427
H 1.17932 1.38740 5.26929
H 1.61050 0.86140 3.05729
H -6.03393 0.24288 -1.87519
H -3.16368 -4.31887 2.56753
H 4.15634 4.17413 4.05735
H 0.11748 0.02975 4.84719
H 3.65825 1.17608 1.98746
H -1.55880 3.66088 5.94609
H -4.47583 3.59650 -0.43143
H -5.95693 2.86369 -1.09670
H -1.65290 4.65653 4.47214
H -3.31983 6.74694 -0.71697
H 2.54824 -3.96272 1.51134
H 2.76849 0.32551 -1.66701
H -2.87739 0.77462 4.63141
H -3.99147 -3.60037 -1.58384
H -2.48014 4.15425 2.57102
H -4.49166 2.97277 -2.09267
*
```

Its HOMO energy (spin up / spin down) is -10.34 / -10.32 eV. Its frontier orbital gap (spin up / spin down) is 7.488 / 5.409 eV. For the energy relative to the best compared isomer or geometry (same formula, charge and spin), the calculation gives 33.27 kcal/mol. Its LUMO energy (spin up / spin down) is -2.848 / -4.916 eV. Its expectation value of S² is 0.75.

Mulliken population analysis, charges in e, atoms 1 to 6: Y -0.678; Ge -1.085; Ge 1.511; Cl -0.086; S 0.345; Si 0.026

Entry 2:
DFT (ωB97M-V/def2-TZVPD) results for C42H55BN8O3S2Tc as an isolated structure in a non-equilibrium geometry.

The geometry in ORCA input format:
```
! wB97M-V def2-TZVPD RIJCOSX def2/J DEFGRID3
* xyz 1 1
Tc -0.10559 -0.42077 -0.79284
S -0.23098 2.03660 -4.98835
S -2.78588 -1.38253 -4.70377
O -1.83950 0.47590 -1.78811
O -3.36826 -2.66916 -4.82096
O -1.92638 -1.28666 -6.08029
N 0.45324 1.65749 -0.05235
N -1.87297 -1.06260 -3.49154
N 1.34685 1.65986 0.98449
N 1.81539 -0.95662 -0.24591
N -0.70472 -0.65926 1.20763
N -1.13595 -0.18855 -6.34109
N 0.14122 -0.18516 2.18514
N 2.34889 -0.65494 0.95639
C -3.85215 0.00054 -4.66018
C 3.87925 -1.74047 -0.21354
C -0.31270 4.68353 -2.09794
C -5.59661 1.50841 -5.11436
C -0.80043 0.73967 -5.62841
C -5.24155 2.23260 -3.98008
C 2.13346 4.39463 3.22690
C 1.08628 3.76074 0.37743
C -4.04941 -2.14312 2.19931
C 4.52223 -1.20790 2.20681
C -1.69645 -5.56739 -1.67208
C -0.08622 -4.15989 0.11307
C 4.94322 0.15065 2.76536
C 1.12462 1.01520 5.09808
C -1.76219 -1.21377 1.81557
C -3.47965 0.71111 -3.52821
C -2.90028 -1.99878 1.19312
C -0.28023 -5.51940 0.28071
C -1.51256 -4.20736 -1.85074
C -4.90528 0.35632 -5.47494
C -3.45770 -1.46849 -0.12312
C -2.04831 3.69914 -0.56633
C -4.18265 1.83991 -3.16533
C 2.72277 -1.59612 -0.97605
C 1.73425 2.91736 1.26072
C 3.96297 -2.13889 3.28468
C 4.02893 3.76540 1.68569
C 0.27807 2.93951 -0.40317
C -0.14097 0.22520 4.78410
C -1.33771 1.09443 5.20630
C -2.31807 0.06054 -2.84228
C 1.90395 -0.77899 -3.17420
C -0.48276 -2.09017 -1.07234
C 3.60280 -1.16399 1.01739
C -0.45590 -0.31955 3.39431
C 2.43258 -1.98718 -2.39406
C -1.08331 -6.22126 -0.61016
C -0.76564 3.42448 -1.36144
C 3.65229 -2.59619 -3.07383
C 2.71594 3.30564 2.32466
C -0.70635 -3.49839 -0.95551
C -1.63109 -1.01669 3.18610
B 1.55034 0.36265 1.81160
H -4.90195 -2.61880 1.71548
H -2.73611 -1.54768 -0.92783
H 1.09607 1.27437 6.15763
H 4.45835 -1.86484 -3.16405
H 5.77443 0.01739 3.45895
H -1.19015 1.46554 6.22101
H 3.85223 -3.15371 2.90056
H -1.02722 4.93840 -2.88258
H 1.17457 4.83224 0.32406
H -2.27744 0.54628 5.17808
H -2.47411 2.77524 -0.17252
H 4.43348 3.00289 1.01948
H -3.91473 2.38956 -2.27627
H 0.19421 -6.03442 1.10538
H 5.42716 -1.67962 1.81538
H 4.02928 -3.45291 -2.51553
H -6.42818 1.83958 -5.72100
H -1.42986 1.95463 4.53907
H 4.13390 0.62953 3.31063
H 2.61610 0.04763 -3.15801
H -5.80755 3.11790 -3.72297
H -0.96686 2.64657 -2.09580
H -2.50992 -3.00627 1.00784
H 1.17933 4.08770 3.65826
H -4.33161 -2.06081 -0.39839
H -4.37063 -1.16745 2.56848
H 4.62979 -2.17036 4.14756
H 1.16594 1.94853 4.53670
H 4.77225 3.97950 2.45494
H 1.69615 -1.04442 -4.21189
H 2.15734 0.59492 2.78495
H -1.98831 -3.68762 -2.67024
H 0.66782 4.55167 -2.55795
H 3.39399 -2.93576 -4.07696
H 2.92158 2.43110 2.93708
H 2.98344 -1.80489 3.61886
H -1.82877 4.35674 0.27646
H 4.79558 -2.23115 -0.49317
H -2.32797 -1.30968 3.94940
H -0.13670 -0.66001 5.42752
H -3.77466 -2.75986 3.05424
H 2.82278 4.61772 4.04218
H 5.27047 0.82142 1.97037
H 1.63407 -2.73603 -2.37946
H -5.18030 -0.22586 -6.34361
H -2.79080 4.20688 -1.18617
H 3.87269 4.67458 1.10213
H -3.76885 -0.42466 -0.02773
H 2.03958 0.46108 4.92485
H 0.95151 -0.40733 -2.75455
H -0.25377 5.53689 -1.42030
H 1.96844 5.31735 2.66775
H -2.32051 -6.12030 -2.36138
H 0.53341 -3.59213 0.79715
H -1.23214 -7.28457 -0.47608
*
```

Its HOMO energy is -10.18 eV. Its frontier orbital gap is 6.527 eV. For the energy relative to the best compared isomer or geometry (same formula, charge and spin), the calculation gives 89.48 kcal/mol. Its LUMO energy is -3.653 eV.

Mulliken population analysis, charges in e, atoms 1 to 6: Tc -1.142; S -0.226; S 1.013; O 0.250; O -0.724; O -0.173

Entry 3:
DFT (ωB97M-V/def2-TZVPD) results for C42H56As3N9OSV as an isolated structure in a non-equilibrium geometry.

The geometry in ORCA input format:
```
! wB97M-V def2-TZVPD RIJCOSX def2/J DEFGRID3
* xyz 2 4
As 16.44530 9.01709 12.59964
As 20.78039 6.63382 11.19577
As 17.50058 10.69047 9.19852
V 11.37887 11.87813 12.22711
S 10.38474 13.57613 9.52933
O 11.16853 13.57102 10.80949
N 14.51296 13.52418 14.53934
N 13.30792 12.66465 12.70032
N 9.46073 11.23934 11.34307
N 16.78080 13.84459 14.26973
N 11.78410 10.12067 10.83213
N 11.05287 12.92443 14.04081
N 11.64509 10.29695 13.72941
N 15.60622 13.14463 12.50222
N 14.50738 12.31444 10.70356
C 9.47504 10.21727 10.50337
C 18.19060 7.93834 10.27199
C 12.05425 13.64503 16.05606
C 17.58868 10.52358 7.25498
C 16.76422 7.59259 9.77280
C 9.86863 13.14557 14.61606
C 10.74769 9.56868 10.25062
C 18.59807 12.38187 9.34848
C 10.67360 15.28402 8.82307
C 7.25707 10.58693 9.66980
C 18.12086 8.24817 11.81603
C 9.70969 13.68057 15.86201
C 14.45053 12.70851 11.97780
C 17.45354 10.01483 14.00324
C 11.85413 9.74729 14.70147
C 15.67319 7.45358 13.59666
C 14.20454 8.78349 17.34700
C 12.87115 6.84781 16.60881
C 12.06520 7.67778 9.49038
C 10.78272 8.29985 9.58170
C 12.95702 9.50981 10.77544
C 9.64902 7.86919 8.86889
C 18.68261 9.19691 9.57065
C 8.31895 11.91608 11.28986
C 12.76530 13.99718 8.36652
C 12.07982 15.33866 8.21191
C 10.79164 13.90355 16.66970
C 12.48541 8.98354 15.69398
C 12.13390 7.63814 15.76877
C 11.63134 12.93354 8.38650
C 15.64267 13.52158 13.75054
C 13.41295 13.14529 13.98095
C 20.96881 4.70370 11.51534
C 12.14431 13.21715 14.74222
C 8.51933 8.60051 8.89588
C 13.13224 8.26722 10.17467
C 19.15961 6.73650 10.03422
C 13.86340 7.43976 17.34462
C 8.41598 9.79104 9.67090
C 13.45173 9.60011 16.47051
C 7.25090 11.69048 10.42362
C 22.11488 6.76714 9.80461
H 12.75468 5.74209 16.69827
H 19.17009 8.85157 8.60868
H 7.62745 8.17949 8.42035
H 23.10164 6.55832 10.19951
H 16.27030 8.55001 9.68794
H 14.98161 6.89619 12.90406
H 16.93179 9.72465 6.87983
H 13.76883 11.68660 10.33489
H 11.43509 7.34082 15.02417
H 18.93109 8.87554 12.07132
H 18.33878 9.49754 14.30388
H 8.67215 13.78066 16.15699
H 11.74645 11.84874 8.69976
H 18.60686 10.43497 6.96840
H 20.59292 3.99256 10.69694
H 18.67890 12.69456 10.38593
H 22.09723 7.76494 9.43553
H 13.69451 10.60056 16.35283
H 11.18064 12.99174 7.40450
H 21.91156 5.96006 8.95291
H 17.22038 11.50828 6.83618
H 19.48302 6.86723 9.05840
H 14.42008 6.83350 17.95964
H 17.77213 10.97569 13.59588
H 16.86566 14.09772 15.23655
H 16.44399 6.76410 13.85420
H 16.74717 10.23199 14.81684
H 9.61625 6.94082 8.28766
H 9.97250 15.32190 7.96974
H 16.27519 6.90504 10.43684
H 19.58018 12.26615 8.85749
H 12.61728 16.02974 8.82762
H 13.83322 10.01155 11.25180
H 8.98187 12.82072 14.01458
H 18.56750 5.83112 10.06336
H 16.74598 7.05949 8.80007
H 14.17378 7.89684 10.12053
H 6.37601 12.28870 10.50473
H 22.08963 4.47972 11.70961
H 15.43638 12.07853 10.34528
H 15.00554 9.17262 18.01306
H 20.62451 4.49286 12.52149
H 13.51070 13.95593 9.14282
H 13.41126 13.82999 7.54866
H 18.00103 13.08804 8.82488
H 6.43560 10.43785 8.89055
H 10.65730 14.38454 17.62774
H 19.56952 9.59743 10.07993
H 11.99047 15.66136 7.22772
H 8.29146 12.75872 11.96778
H 12.19798 6.76153 8.89687
H 18.25681 7.29741 12.36121
H 17.49277 13.74759 13.56358
H 15.27120 7.78100 14.52615
H 10.55255 15.99698 9.66296
H 13.04117 13.82576 16.50824
*
```

Its HOMO energy (spin up / spin down) is -11.45 / -11.45 eV. Its frontier orbital gap (spin up / spin down) is 6.432 / 6.351 eV. For the energy relative to the best compared isomer or geometry (same formula, charge and spin), the calculation gives 49.07 kcal/mol. Its LUMO energy (spin up / spin down) is -5.013 / -5.095 eV. Its expectation value of S² is 3.76.

Mulliken population analysis, charges in e, atoms 1 to 6: As 0.907; As 0.255; As 0.650; V 0.525; S 0.451; O -0.971

> Among the records above, which one has the highest energy relative to the best compared isomer or geometry (same formula, charge and spin)?

C42H55BN8O3S2Tc